## a
Below is a 2-piece molecular cluster, C6H13NO overall, with properties calculated with ωB97M-V/def2-TZVPD.

The geometry in ORCA input format:
```
! RIJCOSX wB97M-V def2-TZVPD def2/J DEFGRID3
* xyz 0 1
C 0.0175 1.0147 0.5704
C -0.8151 2.2168 0.1144
C -0.3889 0.5985 1.9909
C -0.1229 -2.6129 -1.8291
C 0.5644 -1.1871 -0.4147
N 1.4209 1.4339 0.6124
C -0.2473 -0.1523 -0.4001
O 1.5923 -1.7276 0.0317
H 0.8560 -2.5998 -1.0758
H 1.7312 1.7114 -0.3130
H 2.0107 0.6638 0.9103
H -1.1263 -0.1231 -1.0207
H -0.5406 2.5154 -0.8990
H -1.8792 1.9789 0.1225
H -0.6364 3.0580 0.7827
H -1.4410 0.3154 2.0216
H 0.2078 -0.2525 2.3206
H -0.2299 1.4291 2.6789
H 0.1996 -3.5954 -2.1976
H -0.0944 -1.9274 -2.6665
H -1.0784 -2.7577 -1.3401
*
```

Its SMILES is CC(C)(N)C=C=O.C. For the HOMO-LUMO gap, the calculation gives 9.14 eV. For the molar mass, the calculation gives 115.2 g/mol.

Here are the Mulliken charges for atoms 1 to 6, given in e: number 1, C, carries 1.803; number 2, C, carries -1.769; number 3, C, carries -1.551; number 4, C, carries -1.306; number 5, C, carries 0.541; number 6, N, carries -0.698

## b
Below is one molecule with the formula C6H13NO, with properties calculated with ωB97M-V/def2-TZVPD.

The geometry in ORCA input format:
```
! RIJCOSX wB97M-V def2-TZVPD def2/J DEFGRID3
* xyz 0 1
C 1.5447 -1.0117 0.4510
C 0.6068 0.0491 -0.1407
N 0.8424 0.0769 -1.5872
C 0.8756 1.3668 0.4780
O 2.0161 2.0417 0.2356
H 2.6510 1.4538 -0.1983
H 0.8475 -0.8487 -1.9959
H 0.1381 0.6303 -2.0603
H 0.1236 2.0518 0.8307
H 1.4176 -1.0870 1.5302
H 1.3398 -1.9899 0.0106
H 2.5890 -0.7775 0.2300
C -2.0004 0.7688 -0.1291
C -0.9509 -0.2207 0.3934
C -1.3913 -1.5608 0.4088
H -0.6268 0.1906 1.4464
H -1.9656 0.8243 -1.2195
H -3.0046 0.4412 0.1407
H -1.8807 1.7838 0.2488
H -2.4428 -1.7949 0.3139
H -0.7290 -2.3878 0.6129
*
```

For the HOMO-LUMO gap (spin up / spin down), the calculation gives 8.58 / 7.08 eV. For the molar mass, the calculation gives 115.2 g/mol.

Here are the Mulliken charges for atoms 1 to 6, given in e: number 1, C, carries -1.461; number 2, C, carries 1.081; number 3, N, carries -0.618; number 4, C, carries -0.517; number 5, O, carries -0.506; number 6, H, carries 0.328

## c
Below is one molecule with the formula C6H13NO, with properties calculated with ωB97M-V/def2-TZVPD.

The geometry in ORCA input format:
```
! RIJCOSX wB97M-V def2-TZVPD def2/J DEFGRID3
* xyz 0 1
C 0.9170 0.2239 -0.2302
C -1.4436 -0.1658 1.2021
C 1.9677 -0.6909 -0.8570
C 1.5381 1.4795 0.3729
C -2.4711 -0.8139 0.3468
N 0.1449 -0.4876 0.7807
C -0.1655 0.5445 -1.2352
O -0.7772 -0.2706 -1.9133
H 0.1139 -1.4717 0.5252
H -0.5387 1.5829 -1.1723
H -1.4911 0.9201 1.1942
H -1.4403 -0.5547 2.2222
H 2.5769 -0.1390 -1.5711
H 2.1916 1.1957 1.1989
H 2.1266 2.0129 -0.3755
H 2.6127 -1.0872 -0.0743
H 1.4877 -1.5182 -1.3775
H 0.7669 2.1473 0.7588
H -2.1601 -0.6532 -0.7568
H -2.5089 -1.8864 0.4879
H -3.4473 -0.3674 0.4736
*
```

Its SMILES is CCNC(C)(C)C=O. For the HOMO-LUMO gap, the calculation gives 9.72 eV. For the molar mass, the calculation gives 115.2 g/mol.

Here are the Mulliken charges for atoms 1 to 6, given in e: number 1, C, carries 1.632; number 2, C, carries -0.585; number 3, C, carries -1.774; number 4, C, carries -1.633; number 5, C, carries -0.788; number 6, N, carries -0.487

## d
Below is one molecule with the formula C6H13NO, with properties calculated with ωB97M-V/def2-TZVPD.

The geometry in ORCA input format:
```
! RIJCOSX wB97M-V def2-TZVPD def2/J DEFGRID3
* xyz 0 1
C -0.3323 2.7597 -1.1882
N -0.1615 1.9564 0.0455
C 0.3729 0.5561 -0.1155
C -0.5329 -0.3967 0.7225
C -0.8412 -1.7244 -0.0033
C 0.0390 -2.8929 0.4528
C 1.7709 0.7502 0.5147
O 2.7215 0.4844 -0.1834
H -1.3895 3.0099 -1.1815
H -0.1889 2.0611 -2.0111
H 0.3653 3.5862 -1.3075
H -0.9085 1.9455 0.7039
H 0.5151 0.2350 -1.1472
H -0.1205 -0.5381 1.7091
H -1.4843 0.1526 0.7782
H -1.8988 -1.9858 0.1039
H -0.6833 -1.4806 -1.0597
H 0.7881 -3.1234 -0.3141
H -0.6089 -3.7575 0.6142
H 0.6728 -2.7062 1.3217
H 1.9050 1.1084 1.5451
*
```

Its SMILES is CCC[C@H](C=O)NC. For the HOMO-LUMO gap, the calculation gives 9.66 eV. For the molar mass, the calculation gives 115.2 g/mol.

Here are the Mulliken charges for atoms 1 to 6, given in e: number 1, C, carries -0.866; number 2, N, carries -0.476; number 3, C, carries 0.514; number 4, C, carries -0.868; number 5, C, carries -0.568; number 6, C, carries -1.107

Which of them is most stable, and which least? Most stable: c; least stable: b.

## a
Below is one molecule with the formula C5H12N2O, with properties calculated with ωB97M-V/def2-TZVPD.

The geometry in ORCA input format:
```
! RIJCOSX wB97M-V def2-TZVPD def2/J DEFGRID3
* xyz 0 1
O 0.7979 -0.3812 -1.2783
C 0.0907 -0.0178 -0.3704
N -0.9919 0.8384 -0.5959
C -1.1733 1.3039 -1.9582
C -2.2072 0.6552 0.1734
C 0.3700 -0.2523 1.1275
N 1.6170 -0.8786 1.5706
C 2.5412 -1.5866 0.6825
H -0.4726 0.8357 -2.6391
H -2.1502 1.0731 -2.3477
H -1.0874 2.4003 -2.0052
H -2.1576 -0.2048 0.8301
H -3.0569 0.4883 -0.4848
H -2.4247 1.5223 0.8137
H -0.4369 -0.9418 1.4112
H 0.3000 0.7372 1.5564
H 2.1134 -0.2441 2.1653
H 2.5227 -1.1886 -0.3238
H 2.2478 -2.6403 0.6018
H 3.5580 -1.5184 1.0708
*
```

Its SMILES is CNCC(=O)N(C)C. For the HOMO-LUMO gap, the calculation gives 9.12 eV. For the molar mass, the calculation gives 116.2 g/mol.

Here are the Mulliken charges for atoms 1 to 6, given in e: number 1, O, carries -0.642; number 2, C, carries 0.767; number 3, N, carries 0.077; number 4, C, carries -0.985; number 5, C, carries -0.964; number 6, C, carries -0.620

## b
Below is C5H12N2O as an isolated structure, with properties calculated with ωB97M-V/def2-TZVPD.

The geometry in ORCA input format:
```
! RIJCOSX wB97M-V def2-TZVPD def2/J DEFGRID3
* xyz 0 1
C 1.6572 -1.3349 0.4658
N 0.6467 -0.2624 0.2056
C -0.8925 -0.6601 0.3862
C -1.2878 -0.9274 1.6658
H 0.7436 0.4764 0.8994
H -1.1382 -1.3391 -0.4200
H 1.4125 -1.8412 1.3943
H 2.6436 -0.8754 0.5218
H 1.6211 -2.0594 -0.3433
H -2.1162 -1.6010 1.8336
H -0.9695 -0.3026 2.4944
C -1.6413 1.0164 -0.4611
C 0.7736 0.3272 -1.1789
N 1.2301 1.6244 -1.1737
O 0.8124 -0.4246 -2.1201
H 1.3592 1.9860 -2.1092
H 0.7942 2.2618 -0.5218
H -2.6755 0.6836 -0.3961
H -1.4816 1.7851 0.3056
H -1.4918 1.4673 -1.4483
*
```

For the HOMO-LUMO gap, the calculation gives 6.70 eV. For the molar mass, the calculation gives 116.2 g/mol.

Here are the Mulliken charges for atoms 1 to 6, given in e: number 1, C, carries -0.980; number 2, N, carries 0.160; number 3, C, carries -0.123; number 4, C, carries -0.997; number 5, H, carries 0.465; number 6, H, carries 0.290

## c
Below is one molecule with the formula C5H12N2O, with properties calculated with ωB97M-V/def2-TZVPD.

The geometry in ORCA input format:
```
! RIJCOSX wB97M-V def2-TZVPD def2/J DEFGRID3
* xyz 0 1
C 0.3773 -0.2593 0.3701
C -0.1949 -1.2699 1.3836
C -1.0697 2.2761 -1.4873
C 0.5621 -0.8556 -1.0188
N -0.5210 0.9155 0.2947
C -0.0106 2.1870 -0.5537
N 0.6323 -2.4301 1.6736
O 0.9238 2.8239 -0.1520
H -0.7225 1.2707 1.2279
H 1.3466 0.0997 0.7405
H 1.5516 -2.1612 2.0047
H 0.7503 -3.0247 0.8630
H -0.3837 -0.7501 2.3292
H -1.1653 -1.6211 1.0201
H -1.2141 1.4067 -2.1249
H -1.5046 1.2080 -0.4346
H -1.1957 3.2085 -2.0258
H -0.3873 -1.2327 -1.4067
H 1.2764 -1.6784 -0.9866
H 0.9488 -0.1127 -1.7168
*
```

Its SMILES is C=C([O-])[NH2+][C@H](C)CN. For the HOMO-LUMO gap, the calculation gives 9.03 eV. For the molar mass, the calculation gives 116.2 g/mol.

Here are the Mulliken charges for atoms 1 to 6, given in e: number 1, C, carries 0.658; number 2, C, carries -0.921; number 3, C, carries -1.254; number 4, C, carries -1.574; number 5, N, carries -0.316; number 6, C, carries 0.589

Which of them is most stable, and which least? Most stable: a; least stable: b.

## a
Below is a 2-piece molecular cluster, C5H12N2O overall, with properties calculated with ωB97M-V/def2-TZVPD.

The geometry in ORCA input format:
```
! RIJCOSX wB97M-V def2-TZVPD def2/J DEFGRID3
* xyz 0 1
C 2.1251 -0.1811 0.2646
C 0.8515 -0.8468 -0.1711
C -0.2942 -1.0224 0.8190
C 0.6002 -2.2251 0.8748
O 1.2868 -2.3645 1.9043
N 0.0800 1.4132 -0.9212
C -1.1600 1.6477 -0.2580
N -2.3546 1.2469 -0.9502
H 2.2787 -0.3815 1.3175
H 2.0041 0.9047 0.0758
H 3.0042 -0.5379 -0.2580
H 0.4751 -0.7732 -1.1825
H -1.2464 -1.1317 0.3212
H -0.3799 -0.5207 1.7763
H 0.3541 -3.1335 0.3063
H -0.0332 1.8289 -1.8516
H -1.1624 2.6917 0.1026
H -1.1379 1.1150 0.7116
H -2.2429 0.4305 -1.5265
H -3.0481 1.8397 -1.3547
*
```

For the HOMO-LUMO gap, the calculation gives 5.34 eV. For the molar mass, the calculation gives 116.2 g/mol.

Here are the Mulliken charges for atoms 1 to 6, given in e: number 1, C, carries -1.103; number 2, C, carries 0.158; number 3, C, carries -0.895; number 4, C, carries 0.004; number 5, O, carries -0.537; number 6, N, carries -0.514

## b
Below is one molecule with the formula C5H12N2O, with properties calculated with ωB97M-V/def2-TZVPD.

The geometry in ORCA input format:
```
! RIJCOSX wB97M-V def2-TZVPD def2/J DEFGRID3
* xyz 0 1
C -0.7079 0.4956 0.2858
N 0.1756 0.4488 -1.0092
C 1.3822 1.3262 -0.8145
C -0.5474 0.8160 -2.2531
C -1.2196 -0.9244 0.8040
N -0.0417 -1.6410 1.2840
C 0.5034 -1.7616 2.4620
O 1.5101 -2.3447 2.7198
H -1.6600 1.0789 0.0128
H -0.0297 0.8055 1.0730
H 2.1206 0.7990 -0.1350
H 1.2873 2.3567 -0.4384
H 2.0583 1.3022 -1.6991
H -1.3425 1.5265 -2.1762
H -0.7550 -0.0076 -2.6909
H 0.2796 1.3545 -2.7582
H -1.9132 -0.8186 1.6565
H -1.5084 -1.3557 -0.0934
H 0.4111 -2.1741 0.4273
H -0.0028 -1.2821 3.3428
*
```

Its SMILES is CN(C)CCNC=O. For the HOMO-LUMO gap, the calculation gives 9.86 eV. For the molar mass, the calculation gives 116.2 g/mol.

Here are the Mulliken charges for atoms 1 to 6, given in e: number 1, C, carries -0.567; number 2, N, carries 0.009; number 3, C, carries -1.124; number 4, C, carries -1.087; number 5, C, carries -0.885; number 6, N, carries -0.149

Which of them is most stable, and which least? Most stable: b; least stable: a.

## a
Below is C5H12N2O as an isolated structure, with properties calculated with ωB97M-V/def2-TZVPD.

The geometry in ORCA input format:
```
! RIJCOSX wB97M-V def2-TZVPD def2/J DEFGRID3
* xyz 0 1
C 0.1406 -0.7660 -1.3962
C 0.1246 -0.3137 0.0690
C 1.4654 0.3214 0.5765
C 2.6950 -0.4680 0.1734
N -0.8916 0.7594 0.3186
C -2.1577 0.1824 0.3232
N -3.0338 1.1418 0.8686
O -2.4945 -0.9563 0.1198
H 1.0285 -1.3194 -1.6794
H 0.1775 0.2178 -1.8823
H -0.7805 -1.2902 -1.6321
H -0.1751 -1.0511 0.8267
H 1.3802 1.3849 0.3429
H 1.3431 0.2608 1.6587
H 3.6582 -0.0531 0.4717
H 2.6397 -1.4323 0.6902
H 2.7804 -0.7367 -0.8773
H -1.4305 0.8900 -0.6330
H -2.5176 1.9491 1.1770
H -3.9519 1.2792 0.4837
*
```

For the HOMO-LUMO gap, the calculation gives 10.93 eV. For the molar mass, the calculation gives 116.2 g/mol.

Here are the Mulliken charges for atoms 1 to 6, given in e: number 1, C, carries -1.484; number 2, C, carries 0.372; number 3, C, carries -0.520; number 4, C, carries -1.216; number 5, N, carries -0.477; number 6, C, carries 0.567

## b
Below is C5H12N2O as an isolated structure, with properties calculated with ωB97M-V/def2-TZVPD.

The geometry in ORCA input format:
```
! RIJCOSX wB97M-V def2-TZVPD def2/J DEFGRID3
* xyz 0 1
C -1.7605 0.8175 -0.4426
C -0.7794 -0.3105 1.8999
C -1.9765 0.2614 -1.8114
O -0.6403 -0.2283 0.4841
H -2.5892 0.6172 0.2368
H -1.4211 1.8464 -0.3899
H -0.2407 -1.1839 2.2739
H -0.4144 0.6076 2.3801
H -1.8359 -0.4500 2.1490
H -2.9606 0.5879 -2.1737
H -1.2194 0.5985 -2.5064
H -1.9782 -0.8264 -1.7837
C 1.9977 -0.6415 0.4357
N 3.3394 -0.5302 -0.1155
C 0.9677 0.1838 -0.2668
N 0.8268 1.0307 -1.0894
H 3.6493 0.4365 -0.0708
H 3.3270 -0.7765 -1.1022
H 2.0284 -0.3536 1.4907
H 1.6799 -1.6867 0.4022
*
```

For the HOMO-LUMO gap, the calculation gives 9.36 eV. For the molar mass, the calculation gives 116.2 g/mol.

Here are the Mulliken charges for atoms 1 to 6, given in e: number 1, C, carries -0.243; number 2, C, carries -0.767; number 3, C, carries -1.088; number 4, O, carries -0.371; number 5, H, carries 0.353; number 6, H, carries 0.328

## c
Below is a 2-piece molecular cluster, C5H12N2O overall, with properties calculated with ωB97M-V/def2-TZVPD.

The geometry in ORCA input format:
```
! RIJCOSX wB97M-V def2-TZVPD def2/J DEFGRID3
* xyz 0 1
C -0.6465 3.4818 -0.3182
C -0.6677 2.5389 0.8626
C -0.8987 1.2511 0.6331
O -0.5978 0.3671 1.7181
H 0.3136 4.0474 -0.2527
H -0.6983 2.9524 -1.3229
H -1.4254 4.3068 -0.3578
H -0.6105 2.9010 1.9042
H -1.1024 0.8081 -0.3297
H -1.4205 0.2072 2.1491
C 0.2901 -2.0609 -0.1780
C 1.1046 -1.7590 -1.2333
N 2.3689 -1.0253 -1.1831
N -0.8389 -2.9383 -0.2246
H 0.4360 -1.6344 0.8233
H 0.8187 -2.0080 -2.2597
H 2.1764 -0.0185 -1.2920
H 3.0259 -1.3100 -1.8948
H -1.7376 -2.4697 -0.1045
H -0.7938 -3.6855 0.4505
*
```

Its SMILES is C/C=C/O.N/C=C/N. For the HOMO-LUMO gap, the calculation gives 9.52 eV. For the molar mass, the calculation gives 116.2 g/mol.

Here are the Mulliken charges for atoms 1 to 6, given in e: number 1, C, carries -0.996; number 2, C, carries 0.124; number 3, C, carries -0.408; number 4, O, carries -0.482; number 5, H, carries 0.270; number 6, H, carries 0.264

Which of them is most stable, and which least? Most stable: a; least stable: b.